Computed, not measured: the molecule C2H3FSi at a distorted geometry, with ωB97M-V/def2-TZVPD.

Output
Total charge: 0
DFT total energy, eV: -12711.505
Lowest unoccupied orbital energy (spin up / spin down), eV: -1.614 / -1.614
HOMO-LUMO gap (spin up / spin down), eV: 6.8 / 6.8
Energy above the lowest of the compared OMol25 structures with the same formula, charge and spin, eV: 5.6092

Last column: natural (NBO) charge in e.
CARTESIAN COORDINATES (ANGSTROEM)
H 1.46171 0.83311 -0.37532  0.20
C 3.05399 -0.69525 0.10903  0.34
H -1.25677 -1.45336 0.39638  -0.16
H -1.00384 0.85616 -0.15144  -0.16
C 1.57940 -0.25337 -0.06384  -1.00
F 3.94110 0.29473 -0.00137  -0.34
Si -0.30213 -0.39940 0.01587  1.13